Record 1
{"formula": "C50H58Cl2N6OS2Si3Sn", "method": "wB97M-V/def2-TZVPD", "elements": ["Sn", "C", "Si", "C", "C", "C", "Si", "C", "C", "C", "Si", "C", "C", "C", "C", "C", "C", "C", "N", "H", "H", "H", "H", "H", "H", "H", "H", "H", "H", "H", "H", "H", "H", "H", "H", "H", "H", "H", "H", "H", "H", "H", "H", "H", "H", "H", "H", "S", "C", "C", "C", "C", "C", "C", "N", "C", "C", "C", "C", "C", "C", "C", "C", "N", "C", "C", "C", "C", "C", "S", "C", "H", "H", "H", "H", "H", "H", "H", "H", "H", "H", "H", "H", "N", "C", "O", "C", "C", "C", "N", "C", "C", "H", "H", "H", "H", "H", "H", "C", "C", "C", "C", "H", "H", "H", "H", "H", "H", "H", "H", "H", "Cl", "C", "C", "C", "C", "C", "Cl", "C", "N", "H", "H", "H"], "positions_angstrom": [[0.182949, 0.015432, -0.517401], [1.169534, -2.616332, 2.450609], [0.182329, -1.707620, 3.793830], [-0.556328, -3.119312, 4.838087], [1.502041, -1.024571, 4.978416], [-1.027221, -0.519079, 3.178910], [-1.179892, 1.033035, 4.086859], [-1.306106, 0.857021, 5.982134], [0.206757, 2.303427, 3.870018], [-2.722985, 2.023927, 3.607112], [-2.597384, -1.174572, 2.666370], [-2.632662, -2.892595, 1.853691], [-3.908171, -1.355627, 4.032442], [-3.494375, -0.209335, 1.250651], [-4.840726, 0.163990, 1.330843], [-5.481364, 0.733111, 0.242335], [-4.767688, 0.915620, -0.930831], [-3.437237, 0.524167, -0.953014], [-2.812345, -0.019961, 0.095159], [2.169850, -2.871857, 2.818376], [1.298346, -2.009129, 1.548515], [0.681575, -3.556294, 2.158366], [0.236593, -3.784710, 5.204916], [-1.268846, -3.732618, 4.272663], [-1.085862, -2.709552, 5.707090], [2.419581, -1.610805, 4.866393], [1.762400, 0.020263, 4.801885], [1.170572, -1.113895, 6.018568], [-0.310209, 0.707934, 6.416482], [-1.924347, -0.001655, 6.270299], [-1.735613, 1.759677, 6.435775], [1.213043, 1.896779, 3.991695], [0.074195, 3.101275, 4.612679], [0.173506, 2.773535, 2.883946], [-3.650240, 1.440877, 3.595035], [-2.613204, 2.464225, 2.611089], [-2.855882, 2.846246, 4.320452], [-1.906131, -3.607145, 2.259671], [-2.474741, -2.814819, 0.775155], [-3.634340, -3.308889, 2.006749], [-3.564403, -2.151745, 4.705199], [-4.884393, -1.660547, 3.636321], [-4.042130, -0.451921, 4.638415], [-5.378100, 0.019820, 2.261195], [-6.522019, 1.031411, 0.309467], [-5.216687, 1.356058, -1.811832], [-2.833477, 0.660825, -1.847785], [-1.326596, 5.500206, 1.896705], [-1.116571, 7.175901, 2.216581], [-0.648567, 7.823412, 1.118213], [-0.448052, 6.955311, 0.006131], [-0.758270, 5.640226, 0.268717], [-0.654583, 4.507370, -0.641044], [-0.617847, 3.193973, -0.223571], [-0.479589, 2.124074, -1.029923], [-0.459572, 2.367982, -2.426201], [-0.432245, 3.725599, -2.928771], [-0.340665, 3.873961, -4.374940], [-0.342085, 2.816860, -5.202190], [-0.443612, 1.453285, -4.702645], [-0.522435, 0.354041, -5.484825], [-0.674069, -0.962502, -4.879400], [-0.653455, -1.017740, -3.499977], [-0.532415, 0.026591, -2.680086], [-0.479805, 1.312857, -3.260325], [-0.833128, -2.170644, -5.655017], [-1.056834, -3.478837, -5.258850], [-1.155873, -4.393596, -6.340961], [-1.015100, -3.810424, -7.562812], [-0.757555, -2.114804, -7.390428], [-0.516919, 4.756010, -2.063213], [-1.340177, 7.578128, 3.193659], [-0.438678, 8.886024, 1.098042], [-0.049299, 7.283612, -0.944741], [-0.673428, 2.968483, 0.839452], [-0.282326, 4.883070, -4.773533], [-0.282384, 2.959622, -6.277738], [-0.498956, 0.465331, -6.564889], [-0.742983, -1.976962, -3.005110], [-1.164997, -3.770632, -4.222205], [-1.338614, -5.454646, -6.211032], [-1.053169, -4.266973, -8.540268], [-0.511827, 5.772712, -2.440858], [1.088393, -7.992126, -2.839771], [0.651695, -7.415772, -1.681302], [0.256568, -8.081501, -0.756815], [0.715553, -5.907619, -1.617768], [0.123488, -5.271991, -0.544320], [0.142409, -3.881737, -0.504424], [0.695957, -3.138708, -1.451122], [1.291404, -3.754230, -2.464126], [1.326918, -5.135491, -2.591390], [0.863656, -8.968701, -2.929146], [1.088822, -7.452685, -3.687532], [-0.351699, -5.849284, 0.236765], [-0.306974, -3.341279, 0.318071], [1.746898, -3.113825, -3.214596], [1.838379, -5.562571, -3.443943], [3.069567, 3.439226, -1.131912], [3.308467, 2.994324, 0.307201], [3.088734, 4.147031, 1.284420], [2.400863, 1.824701, 0.700654], [3.748613, 4.256503, -1.399853], [2.045243, 3.800186, -1.260100], [3.220667, 2.617071, -1.835888], [4.348398, 2.655107, 0.399383], [2.044380, 4.481682, 1.254185], [3.717956, 5.006085, 1.030801], [3.315996, 3.847543, 2.313034], [1.375281, 2.202927, 0.707486], [2.609758, 1.551395, 1.733921], [4.611275, 0.263667, 2.095674], [4.702957, -0.146911, 0.386503], [5.882080, -0.775140, 0.017481], [6.052450, -1.303591, -1.249028], [4.992113, -1.189978, -2.140054], [3.832346, -0.544203, -1.773606], [2.605926, -0.390969, -3.004898], [3.589454, 0.063801, -0.492019], [2.435072, 0.710378, -0.235071], [6.658167, -0.873387, 0.766319], [6.973350, -1.796795, -1.531451], [5.063948, -1.584078, -3.146766]], "forces_ev_per_angstrom": [[-0.33, -0.01, 0.10], [0.07, -0.13, -0.07], [0.05, -0.11, -0.13], [-0.08, -0.18, 0.07], [0.06, 0.14, 0.07], [0.14, 0.11, 0.33], [0.01, 0.04, -0.06], [0.04, -0.04, 0.16], [0.06, 0.13, 0.05], [-0.17, 0.09, -0.04], [-0.14, -0.02, -0.43], [0.14, -0.20, 0.02], [-0.14, -0.03, 0.14], [-0.03, 0.00, -0.22], [0.06, 0.08, 0.02], [0.03, -0.01, -0.01], [0.00, 0.00, 0.01], [0.17, -0.02, 0.19], [-0.31, 0.05, 0.09], [-0.06, -0.04, -0.02], [0.00, -0.02, 0.10], [0.08, 0.14, 0.10], [-0.05, 0.03, -0.01], [0.09, 0.08, 0.12], [0.05, -0.03, -0.06], [-0.04, 0.00, 0.04], [0.01, -0.03, -0.02], [0.01, 0.03, -0.06], [-0.10, -0.01, -0.02], [0.03, 0.09, -0.04], [0.05, -0.06, -0.02], [-0.05, -0.04, 0.02], [0.04, -0.01, -0.06], [-0.02, -0.01, -0.02], [0.14, 0.10, 0.05], [0.00, -0.02, 0.00], [0.01, 0.00, -0.06], [-0.11, 0.12, -0.06], [0.04, 0.04, 0.02], [0.03, -0.05, -0.04], [-0.01, 0.07, -0.04], [0.04, 0.00, 0.06], [0.02, -0.12, -0.08], [0.02, 0.00, -0.04], [0.00, 0.00, 0.00], [-0.01, 0.00, 0.01], [-0.04, -0.02, 0.07], [-0.05, -0.18, 0.07], [-0.01, -0.02, 0.05], [0.04, -0.01, -0.14], [0.04, 0.10, 0.04], [0.04, -0.03, -0.03], [-0.04, 0.05, -0.09], [0.04, -0.03, -0.07], [0.26, 0.20, -0.13], [-0.10, 0.28, 0.34], [0.05, -0.23, -0.17], [-0.01, 0.04, 0.13], [-0.01, -0.13, -0.02], [0.02, 0.18, 0.17], [-0.05, -0.28, -0.08], [0.02, 0.19, -0.01], [-0.05, -0.05, 0.05], [0.24, 0.05, -0.07], [-0.06, -0.37, -0.23], [-0.03, -0.13, -0.03], [0.00, 0.04, -0.03], [0.00, -0.01, 0.09], [0.01, 0.04, 0.00], [0.03, 0.02, -0.06], [-0.04, 0.18, 0.19], [0.02, -0.03, -0.08], [-0.01, -0.05, -0.01], [-0.03, -0.01, 0.07], [-0.01, -0.01, 0.00], [0.00, -0.03, 0.02], [0.00, -0.01, 0.04], [0.01, -0.02, 0.02], [0.06, 0.01, 0.02], [0.00, 0.01, -0.06], [0.01, 0.06, 0.01], [0.00, 0.03, 0.07], [-0.01, -0.02, 0.03], [-0.01, -0.07, -0.28], [0.14, 0.67, -0.24], [-0.20, -0.41, 0.58], [0.01, -0.48, -0.06], [-0.12, 0.21, 0.16], [-0.17, -0.20, 0.10], [0.21, 0.20, -0.02], [0.09, -0.10, -0.19], [0.12, 0.26, -0.18], [0.02, -0.03, -0.01], [0.03, 0.02, 0.00], [0.01, 0.01, 0.00], [-0.08, -0.02, -0.06], [-0.03, -0.03, 0.04], [0.01, -0.02, 0.01], [0.02, 0.01, -0.05], [0.03, 0.02, 0.01], [-0.02, 0.02, 0.03], [0.00, -0.03, -0.05], [-0.03, -0.04, 0.01], [-0.02, -0.01, 0.01], [-0.02, 0.05, 0.06], [-0.01, 0.01, -0.01], [0.06, -0.02, -0.01], [-0.01, -0.04, 0.02], [-0.03, 0.01, -0.07], [-0.01, 0.01, -0.01], [-0.05, 0.00, 0.05], [0.06, -0.06, -0.09], [-0.07, -0.03, 0.00], [-0.04, 0.04, 0.05], [-0.04, 0.03, -0.02], [0.01, -0.01, 0.01], [-0.11, 0.17, 0.13], [-0.06, 0.04, 0.08], [0.08, -0.12, 0.05], [0.08, -0.06, -0.37], [-0.01, 0.00, -0.01], [-0.03, 0.00, 0.01], [-0.01, 0.01, 0.03]], "e_homo_ev": -0.4, "e_tot_ha": -5143.59653, "total_charge": -2, "de_lowest_ev": 0.000}


Record 2
{"formula": "C50H60BaFN7O3S", "method": "wB97M-V/def2-TZVPD", "elements": ["Ba", "C", "C", "C", "C", "C", "C", "C", "C", "C", "C", "C", "C", "N", "C", "C", "N", "C", "C", "C", "C", "C", "C", "C", "C", "C", "C", "C", "C", "H", "H", "H", "H", "H", "H", "H", "H", "H", "H", "H", "H", "H", "H", "H", "H", "H", "H", "H", "H", "H", "H", "H", "H", "H", "H", "H", "H", "H", "H", "H", "H", "H", "H", "H", "H", "C", "C", "C", "C", "C", "C", "C", "S", "O", "O", "N", "C", "C", "C", "C", "C", "N", "H", "H", "H", "H", "H", "H", "H", "H", "H", "H", "H", "C", "N", "C", "C", "C", "N", "C", "O", "N", "H", "H", "H", "H", "H", "H", "H", "F", "C", "C", "C", "C", "C", "C", "C", "H", "H", "H", "H", "H", "H"], "positions_angstrom": [[-1.362922, -0.697812, -0.174602], [1.533370, -3.230646, -0.467827], [2.263074, -1.881992, -0.427300], [3.365377, -1.864641, -1.492294], [2.832269, -1.558445, 0.937513], [3.854078, -2.333467, 1.449912], [4.515825, -2.010464, 2.638897], [4.213497, -0.776707, 3.206526], [3.193673, 0.039215, 2.731214], [3.175126, 1.491390, 3.207931], [4.467549, 2.204127, 2.780449], [2.975123, 1.636256, 4.715934], [2.319781, -0.437920, 1.677713], [1.113187, 0.083710, 1.372109], [0.497260, 0.791275, 2.424496], [-0.549229, 1.640871, 2.363942], [-1.265464, 2.048331, 1.254779], [-2.239030, 2.989882, 1.458991], [-2.390900, 3.938542, 0.382931], [-3.100683, 5.107720, 0.552016], [-3.749471, 5.397309, 1.755044], [-3.748937, 4.418647, 2.730745], [-3.061138, 3.203290, 2.612293], [-3.433908, 2.181718, 3.694810], [-2.760466, 2.418675, 5.053587], [-3.345066, 0.717630, 3.280483], [-1.663229, 3.673989, -0.926163], [-0.272604, 4.313190, -0.906955], [-2.450488, 4.131991, -2.154403], [1.034833, -3.383925, -1.432869], [0.776693, -3.307906, 0.314971], [2.243702, -4.049947, -0.317874], [1.563856, -1.080512, -0.681053], [4.141799, -2.597409, -1.255930], [3.832832, -0.876675, -1.544403], [2.958024, -2.106070, -2.478494], [4.164602, -3.217708, 0.897743], [5.295963, -2.644547, 3.042693], [4.821339, -0.417511, 4.034664], [2.356788, 2.002549, 2.707735], [5.351138, 1.717274, 3.204745], [4.461162, 3.249467, 3.109668], [4.565982, 2.186343, 1.692708], [3.809692, 1.188105, 5.267864], [2.055335, 1.145914, 5.041342], [2.914300, 2.692417, 5.000277], [0.822069, 0.559969, 3.439269], [-0.804703, 2.079022, 3.328701], [-3.135888, 5.828701, -0.260818], [-4.277772, 6.332560, 1.899621], [-4.341008, 4.577476, 3.631320], [-4.499657, 2.367015, 3.861353], [-1.706739, 2.132813, 5.038471], [-3.254368, 1.821691, 5.829454], [-2.821316, 3.471791, 5.339543], [-2.322583, 0.345345, 3.265565], [-3.771777, 0.572794, 2.285364], [-3.914590, 0.093103, 3.976692], [-1.506567, 2.600695, -0.993954], [-0.362830, 5.398593, -0.785784], [0.270510, 4.105905, -1.835733], [0.313875, 3.908311, -0.080088], [-2.459544, 5.224618, -2.240478], [-3.487174, 3.786788, -2.118713], [-1.994056, 3.735650, -3.065946], [2.336339, -4.157261, 5.335578], [1.161263, -3.928984, 4.423152], [1.079624, -2.754561, 3.684334], [-0.002149, -2.510615, 2.855123], [-1.009050, -3.462172, 2.748972], [-0.952152, -4.642325, 3.484641], [0.133440, -4.864203, 4.317602], [-2.422749, -3.198856, 1.736410], [-3.235971, -4.386582, 1.881772], [-3.038571, -1.926210, 2.109830], [-1.817841, -3.008737, 0.263349], [-2.649724, -3.126801, -0.849572], [-4.016654, -3.495804, -0.808216], [-4.698982, -3.634907, -1.993353], [-4.062799, -3.366917, -3.203379], [-2.766346, -2.915386, -3.148318], [-2.055780, -2.785727, -2.015371], [3.214090, -3.625955, 4.964602], [2.574176, -5.219694, 5.418791], [2.120162, -3.785571, 6.341177], [1.880952, -2.022920, 3.733140], [-0.006971, -1.575719, 2.295724], [-1.750767, -5.364734, 3.392790], [0.189098, -5.788051, 4.884814], [-4.502636, -3.679755, 0.136135], [-5.737925, -3.942465, -1.977253], [-4.569197, -3.469722, -4.153032], [-2.253567, -2.624562, -4.059196], [4.146144, 2.288927, -3.842927], [3.192225, 1.195578, -3.949009], [3.184309, 0.358112, -5.011263], [2.266967, -0.609687, -5.137631], [1.308567, -0.713263, -4.074397], [1.324994, 0.052351, -3.014021], [2.239677, 1.068345, -2.906618], [2.294573, 1.863625, -1.990217], [0.385820, -1.700855, -4.114117], [4.950666, 2.122344, -4.557760], [4.539546, 2.331041, -2.831542], [3.665521, 3.246399, -4.046275], [3.962141, 0.517097, -5.747347], [2.248491, -1.269830, -5.991187], [0.090015, -2.020922, -5.022135], [-0.343477, -1.594441, -3.421835], [0.017902, 0.104799, -8.528868], [-0.606367, 0.198072, -7.299987], [-0.190534, 1.156791, -6.393699], [-0.801668, 1.257198, -5.157630], [-1.884342, 0.407192, -4.756607], [-2.518058, 0.512696, -3.508145], [-2.281315, -0.544921, -5.754786], [-1.649944, -0.648184, -6.991528], [0.625829, 1.819393, -6.662686], [-0.448825, 2.000006, -4.449515], [-3.447111, -0.023320, -3.333094], [-2.330427, 1.388753, -2.894790], [-3.118033, -1.202185, -5.534017], [-1.982212, -1.374237, -7.727006]], "forces_ev_per_angstrom": [[1.61, 3.95, -0.11], [-0.07, 0.06, -0.01], [-0.04, -0.18, -0.08], [-0.04, 0.08, -0.03], [0.10, 0.02, -0.04], [0.03, 0.04, 0.08], [-0.09, 0.09, -0.08], [-0.06, -0.08, 0.02], [0.04, 0.05, -0.05], [0.14, -0.05, -0.09], [-0.03, -0.03, -0.03], [0.00, 0.02, 0.07], [0.09, 0.10, 0.00], [-0.45, -0.27, 0.16], [0.10, -0.32, -0.33], [-0.56, 0.16, -0.21], [-0.13, -0.68, 0.30], [0.39, 0.46, -0.33], [-0.06, -0.14, -0.02], [-0.04, 0.00, 0.03], [0.03, -0.10, -0.02], [0.04, -0.06, -0.04], [-0.17, 0.05, -0.06], [0.21, 0.00, -0.02], [0.02, -0.03, 0.03], [-0.07, 0.02, -0.02], [-0.03, 0.27, 0.07], [0.07, -0.06, -0.01], [0.02, 0.05, -0.02], [0.06, 0.01, 0.06], [0.03, 0.00, -0.02], [0.00, 0.01, 0.00], [0.06, -0.04, 0.01], [0.00, 0.01, -0.01], [0.01, -0.07, 0.02], [0.02, -0.02, 0.05], [-0.03, 0.01, 0.02], [0.02, 0.01, -0.01], [-0.01, 0.01, -0.01], [-0.04, 0.01, 0.01], [-0.02, 0.03, 0.01], [-0.01, -0.03, -0.02], [0.00, -0.01, 0.03], [-0.06, 0.02, -0.03], [0.04, 0.02, 0.00], [0.02, -0.05, -0.01], [0.19, 0.09, -0.05], [-0.11, -0.05, -0.08], [-0.01, -0.05, 0.04], [-0.02, -0.02, -0.01], [0.02, -0.02, -0.02], [-0.06, 0.06, 0.04], [-0.05, 0.02, 0.02], [0.03, 0.02, -0.03], [-0.01, -0.02, 0.00], [-0.04, 0.01, 0.00], [0.00, 0.00, 0.05], [0.03, 0.03, -0.04], [-0.02, -0.15, -0.01], [0.01, -0.02, -0.01], [-0.03, 0.00, 0.07], [-0.03, 0.02, -0.04], [-0.02, -0.05, 0.01], [0.05, 0.00, -0.02], [-0.02, 0.03, 0.03], [0.00, -0.02, -0.01], [-0.01, -0.01, 0.05], [0.06, 0.03, -0.01], [-0.19, -0.02, -0.13], [0.23, -0.01, 0.18], [0.11, 0.12, -0.07], [0.02, -0.01, -0.01], [-0.41, -0.17, -0.20], [-0.21, 0.06, 0.07], [0.28, -0.25, -0.11], [-0.76, -1.99, -0.08], [0.11, -0.58, 0.28], [0.05, 0.02, -0.14], [-0.01, 0.03, 0.03], [-0.05, -0.06, 0.03], [0.41, 0.15, 0.13], [-0.39, -0.25, 0.29], [-0.02, -0.02, 0.00], [0.00, 0.01, 0.00], [0.01, 0.00, -0.01], [-0.05, -0.05, 0.01], [-0.02, -0.14, 0.09], [0.02, 0.01, -0.02], [0.00, 0.02, 0.00], [0.04, -0.05, -0.01], [-0.01, 0.00, 0.01], [0.00, 0.03, 0.00], [0.00, 0.03, 0.05], [-0.10, -0.11, -0.02], [0.10, 0.11, 0.03], [0.21, 0.12, -0.09], [-0.13, -0.17, 0.00], [0.05, -0.10, 0.01], [0.05, 0.34, 0.16], [-0.13, -0.14, 0.02], [-0.08, -0.02, 0.00], [0.13, -0.09, 0.06], [0.01, 0.00, -0.01], [0.04, -0.05, 0.04], [-0.03, 0.00, -0.01], [-0.01, 0.04, -0.03], [-0.02, 0.02, 0.02], [-0.04, 0.08, -0.02], [-0.22, -0.03, -0.05], [0.01, -0.01, -0.04], [0.02, -0.06, 0.01], [-0.01, 0.14, 0.20], [-0.02, 0.01, -0.10], [-0.31, 0.01, -0.01], [0.32, -0.22, 0.24], [0.13, -0.01, -0.12], [-0.17, -0.08, 0.21], [-0.02, -0.01, 0.03], [0.00, 0.01, -0.03], [0.00, 0.05, -0.06], [-0.04, -0.02, -0.06], [0.00, 0.07, -0.08], [-0.01, 0.00, 0.03]], "e_homo_ev": -0.3, "e_tot_ha": -3073.93341, "total_charge": -2, "de_lowest_ev": 2.039}


- What is the formula in the first record?
  C50H58Cl2N6OS2Si3Sn